Record 1
C25H65IN14O32Si | ωB97M-V with the def2-TZVPD basis set

Last columns: bonded neighbours and bond lengths (Å).
Geometry (Å):
1 C 2.745 2.384 -0.451  C2 1.620, H18 1.154, H19 1.137, H20 1.135
2 C 1.376 2.962 -1.095  C1 1.620, C3 1.595, H21 1.155, H22 1.150
3 C 1.237 2.718 -2.665  C2 1.595, C4 1.604, H23 1.152, H24 1.150
4 C 0.990 1.196 -3.109  C3 1.604, C5 1.631, Si6 1.913, H25 1.156
5 C 2.341 0.288 -3.010  C4 1.631, H26 1.136, H27 1.152, H28 1.136
6 Si -0.548 0.366 -2.333  C4 1.913, C7 1.949, C14 1.917, H29 1.482
7 C -1.558 -0.466 -3.777  Si6 1.949, O8 1.448, H30 1.143, H31 1.154
8 O -2.840 0.172 -3.994  C7 1.448, C9 1.442
9 C -3.889 -0.468 -3.239  O8 1.442, O10 1.438, H32 1.144, H33 1.148
10 O -4.284 0.391 -2.156  C9 1.438, C11 1.443
11 C -4.953 1.585 -2.616  O10 1.443, C12 1.636, H34 1.139, H35 1.136
12 C -4.383 2.801 -1.681  C11 1.636, O13 1.461, H36 1.141, H37 1.147
13 O -3.790 2.178 -0.501  C12 1.461, H38 0.978
14 C -0.180 -1.020 -1.060  Si6 1.917, C15 1.586, H39 1.156, H40 1.147
15 C 0.692 -0.586 0.192  C14 1.586, O16 1.262, I17 2.173
16 O 1.868 -1.034 0.287  C15 1.262
17 I 0.019 0.693 1.815  C15 2.173
18 H 2.667 2.627 0.674  C1 1.154
19 H 3.622 2.954 -0.896  C1 1.137
20 H 2.836 1.254 -0.515  C1 1.135
21 H 1.454 4.106 -0.954  C2 1.155
22 H 0.450 2.661 -0.483  C2 1.150
23 H 2.234 3.051 -3.135  C3 1.152
24 H 0.445 3.434 -3.091  C3 1.150
25 H 0.776 1.241 -4.244  C4 1.156
26 H 2.264 -0.540 -2.236  C5 1.136
27 H 2.512 -0.230 -4.024  C5 1.152
28 H 3.255 0.931 -2.803  C5 1.136
29 H -1.498 1.329 -1.727  Si6 1.482
30 H -1.614 -1.596 -3.614  C7 1.143
31 H -0.927 -0.321 -4.732  C7 1.154
32 H -4.782 -0.693 -3.918  C9 1.144
33 H -3.569 -1.463 -2.762  C9 1.148
34 H -4.719 1.878 -3.691  C11 1.139
35 H -6.080 1.472 -2.529  C11 1.136
36 H -5.218 3.530 -1.410  C12 1.141
37 H -3.533 3.358 -2.213  C12 1.147
38 H -2.959 2.665 -0.331  O13 0.978
39 H -1.198 -1.366 -0.636  C14 1.156
40 H 0.262 -1.951 -1.562  C14 1.147
41 C -6.075 -4.351 -1.790  N42 1.486, H45 1.087, H46 1.090, H47 1.087
42 N -4.658 -4.209 -2.214  C41 1.486, O43 1.219, O44 1.220
43 O -3.820 -4.838 -1.590  N42 1.219
44 O -4.436 -3.472 -3.160  N42 1.220
45 H -6.122 -5.032 -0.945  C41 1.087
46 H -6.434 -3.361 -1.509  C41 1.090
47 H -6.632 -4.746 -2.636  C41 1.087
48 C 1.172 -1.242 5.146  N49 1.486, H52 1.088, H53 1.089, H54 1.089
49 N 0.486 -0.704 6.350  C48 1.486, O50 1.221, O51 1.217
50 O 0.589 0.494 6.566  N49 1.221
51 O -0.130 -1.499 7.034  N49 1.217
52 H 1.678 -0.425 4.635  C48 1.088
53 H 1.890 -1.989 5.483  C48 1.089
54 H 0.411 -1.685 4.506  C48 1.089
55 C 5.010 -1.985 -0.521  N56 1.487, H59 1.088, H60 1.090, H61 1.089
56 N 5.758 -2.037 -1.806  C55 1.487, O57 1.217, O58 1.221
57 O 5.163 -1.697 -2.812  N56 1.217
58 O 6.916 -2.420 -1.757  N56 1.221
59 H 4.000 -1.630 -0.716  C55 1.088
60 H 4.992 -2.994 -0.111  C55 1.090
61 H 5.540 -1.299 0.138  C55 1.089
62 C -3.958 5.009 2.526  N63 1.486, H66 1.086, H67 1.086, H68 1.095
63 N -3.210 4.955 1.242  C62 1.486, O64 1.222, O65 1.221
64 O -3.803 5.290 0.228  N63 1.222
65 O -2.051 4.577 1.296  N63 1.221
66 H -4.967 5.360 2.329  C62 1.086
67 H -3.973 4.004 2.937  C62 1.086
68 H -3.428 5.702 3.188  C62 1.095
69 C 8.913 -3.041 1.343  N70 1.485, H73 1.089, H74 1.090, H75 1.090
70 N 8.207 -2.329 2.439  C69 1.485, O71 1.223, O72 1.220
71 O 7.233 -1.655 2.133  N70 1.223
72 O 8.652 -2.470 3.566  N70 1.220
73 H 8.410 -2.825 0.402  C69 1.089
74 H 9.941 -2.676 1.325  C69 1.090
75 H 8.874 -4.107 1.566  C69 1.090
76 C -6.739 -8.284 -3.365  N77 1.486, H80 1.088, H81 1.090, H82 1.089
77 N -7.719 -7.189 -3.147  C76 1.486, O78 1.221, O79 1.219
78 O -7.683 -6.607 -2.075  N77 1.221
79 O -8.491 -6.950 -4.060  N77 1.219
80 H -6.120 -8.384 -2.475  C76 1.088
81 H -7.304 -9.198 -3.547  C76 1.090
82 H -6.132 -8.015 -4.228  C76 1.089
83 C -8.340 5.100 -1.374  N84 1.486, H87 1.088, H88 1.089, H89 1.089
84 N -8.161 4.136 -2.491  C83 1.486, O85 1.218, O86 1.219
85 O -9.036 4.090 -3.338  N84 1.218
86 O -7.147 3.459 -2.476  N84 1.219
87 H -9.280 5.630 -1.516  C83 1.088
88 H -8.355 4.529 -0.447  C83 1.089
89 H -7.499 5.791 -1.399  C83 1.089
90 C 1.665 7.153 -3.077  N91 1.486, H94 1.088, H95 1.089, H96 1.089
91 N 1.842 5.789 -3.639  C90 1.486, O92 1.225, O93 1.224
92 O 2.887 5.206 -3.376  N91 1.225
93 O 0.926 5.352 -4.324  N91 1.224
94 H 2.548 7.409 -2.496  C90 1.088
95 H 1.541 7.839 -3.914  C90 1.089
96 H 0.778 7.135 -2.445  C90 1.089
97 C 5.532 -5.672 3.666  N98 1.486, H101 1.088, H102 1.089, H103 1.089
98 N 6.278 -5.726 2.382  C97 1.486, O99 1.219, O100 1.219
99 O 5.686 -5.382 1.374  N98 1.219
100 O 7.434 -6.112 2.434  N98 1.219
101 H 4.523 -5.313 3.470  C97 1.088
102 H 5.509 -6.681 4.075  C97 1.089
103 H 6.064 -4.988 4.326  C97 1.089
104 C -10.387 -10.741 -4.257  N105 1.486, H108 1.088, H109 1.090, H110 1.089
105 N -9.391 -11.405 -3.376  C104 1.486, O106 1.216, O107 1.221
106 O -9.804 -12.240 -2.595  N105 1.216
107 O -8.226 -11.060 -3.504  N105 1.221
108 H -11.374 -11.142 -4.036  C104 1.088
109 H -10.350 -9.672 -4.049  C104 1.090
110 H -10.107 -10.953 -5.288  C104 1.089
111 C 13.072 -0.988 3.300  N112 1.486, H115 1.088, H116 1.089, H117 1.089
112 N 12.684 -1.187 1.880  C111 1.486, O113 1.216, O114 1.222
113 O 13.318 -0.585 1.036  N112 1.216
114 O 11.750 -1.946 1.664  N112 1.222
115 H 13.909 -0.294 3.340  C111 1.088
116 H 12.207 -0.580 3.823  C111 1.089
117 H 13.355 -1.959 3.703  C111 1.089
118 C 9.469 0.721 1.918  N119 1.486, H122 1.088, H123 1.090, H124 1.090
119 N 9.809 2.150 2.145  C118 1.486, O120 1.217, O121 1.220
120 O 9.016 2.984 1.750  N119 1.217
121 O 10.864 2.381 2.712  N119 1.220
122 H 8.511 0.664 1.407  C118 1.088
123 H 10.260 0.290 1.305  C118 1.090
124 H 9.416 0.237 2.893  C118 1.090
125 C -4.735 9.236 4.486  N126 1.486, H129 1.088, H130 1.089, H131 1.089
126 N -4.591 7.870 3.919  C125 1.486, O127 1.223, O128 1.218
127 O -3.560 7.263 4.175  N126 1.223
128 O -5.515 7.459 3.241  N126 1.218
129 H -3.843 9.470 5.064  C125 1.088
130 H -4.847 9.927 3.652  C125 1.089
131 H -5.619 9.236 5.122  C125 1.089
132 C -1.445 2.928 5.732  N133 1.486, H136 1.088, H137 1.089, H138 1.089
133 N -2.107 3.935 4.863  C132 1.486, O134 1.217, O135 1.222
134 O -1.391 4.614 4.150  N133 1.217
135 O -3.325 4.009 4.929  N133 1.222
136 H -0.370 2.976 5.568  C132 1.088
137 H -1.688 3.173 6.765  C132 1.089
138 H -1.834 1.949 5.456  C132 1.089

Its HOMO-LUMO gap is 0.310 Ha. For the HOMO energy, the calculation gives -0.320 Ha. Its largest force on an atom is 5.412 eV/Å. The multiplicity is 1.

Mulliken population analysis, charges in e, atoms 1 to 2: -0.845, 0.350


Record 2
C25H65N2O10S10 | ωB97M-V with the def2-TZVPD basis set

Last columns: bonded neighbours and bond lengths (Å).
Geometry (Å):
1 C -6.504 4.470 -1.506  C2 1.564, H12 1.123, H13 1.126
2 C -5.694 3.298 -2.152  C1 1.564, C3 1.623, H14 1.130, H15 1.128
3 C -4.749 2.483 -1.114  C2 1.623, C4 1.567, H16 1.131, H17 1.112
4 C -3.279 2.950 -1.392  C3 1.567, C5 1.579, H18 1.117, H19 1.123
5 C -2.192 2.439 -0.367  C4 1.579, S6 1.844, H20 1.119, H21 1.126
6 S -2.844 2.091 1.323  C5 1.844, C7 1.817
7 C -1.499 2.687 2.389  S6 1.817, N8 1.341, O11 1.358
8 N -1.545 3.199 3.627  C7 1.341, N9 1.373
9 N -0.230 3.497 3.881  N8 1.373, C10 1.320
10 C 0.555 3.178 2.869  N9 1.320, O11 1.393, H22 1.100
11 O -0.245 2.629 1.870  C7 1.358, C10 1.393
12 H -5.837 5.179 -0.946  C1 1.123
13 H -7.367 4.104 -0.881  C1 1.126
14 H -5.007 3.779 -2.910  C2 1.130
15 H -6.342 2.597 -2.753  C2 1.128
16 H -4.893 1.393 -1.381  C3 1.131
17 H -5.137 2.722 -0.100  C3 1.112
18 H -3.274 4.067 -1.379  C4 1.117
19 H -3.017 2.589 -2.423  C4 1.123
20 H -1.606 1.582 -0.786  C5 1.119
21 H -1.449 3.275 -0.245  C5 1.126
22 H 1.640 3.287 2.723  C10 1.100
23 C 1.659 -0.206 1.440  S24 1.800, H27 1.089, H28 1.092, H29 1.091
24 S 3.125 0.166 2.416  C23 1.800, O25 1.497, C26 1.800
25 O 4.236 0.473 1.461  S24 1.497
26 C 3.376 -1.515 3.010  S24 1.800, H30 1.092, H31 1.089, H32 1.090
27 H 1.339 0.705 0.936  C23 1.089
28 H 1.894 -0.970 0.696  C23 1.092
29 H 0.863 -0.553 2.101  C23 1.091
30 H 3.498 -2.192 2.162  C26 1.092
31 H 2.522 -1.820 3.613  C26 1.089
32 H 4.277 -1.534 3.623  C26 1.090
33 C 3.911 -2.397 -2.450  S34 1.799, H37 1.089, H38 1.088, H39 1.091
34 S 2.157 -1.998 -2.492  C33 1.799, O35 1.493, C36 1.800
35 O 1.717 -1.811 -1.077  S34 1.493
36 C 1.599 -3.626 -3.019  S34 1.800, H40 1.091, H41 1.090, H42 1.089
37 H 4.456 -1.519 -2.105  C33 1.089
38 H 4.088 -3.225 -1.766  C33 1.088
39 H 4.248 -2.662 -3.454  C33 1.091
40 H 1.921 -4.379 -2.298  C36 1.091
41 H 2.008 -3.850 -4.004  C36 1.090
42 H 0.512 -3.617 -3.074  C36 1.089
43 C -0.971 -7.471 -4.427  S44 1.803, H47 1.089, H48 1.091, H49 1.091
44 S -0.567 -6.434 -5.844  C43 1.803, O45 1.488, C46 1.802
45 O 0.306 -5.332 -5.355  S44 1.488
46 C -2.223 -5.756 -6.053  S44 1.802, H50 1.091, H51 1.091, H52 1.089
47 H -0.061 -7.971 -4.096  C43 1.089
48 H -1.363 -6.855 -3.616  C43 1.091
49 H -1.708 -8.219 -4.722  C43 1.091
50 H -2.535 -5.250 -5.139  C46 1.091
51 H -2.918 -6.561 -6.294  C46 1.091
52 H -2.200 -5.040 -6.874  C46 1.089
53 C 7.875 -1.622 -1.045  S54 1.802, H57 1.089, H58 1.092, H59 1.091
54 S 7.737 -3.412 -1.190  C53 1.802, O55 1.490, C56 1.802
55 O 6.295 -3.735 -1.380  S54 1.490
56 C 8.147 -3.767 0.528  S54 1.802, H60 1.091, H61 1.092, H62 1.089
57 H 7.621 -1.178 -2.007  C53 1.089
58 H 7.185 -1.256 -0.282  C53 1.092
59 H 8.901 -1.358 -0.783  C53 1.091
60 H 7.440 -3.264 1.190  C56 1.091
61 H 9.164 -3.428 0.735  C56 1.092
62 H 8.086 -4.843 0.683  C56 1.089
63 C -4.439 0.547 4.403  S64 1.803, H67 1.090, H68 1.091, H69 1.091
64 S -5.561 -0.468 3.421  C63 1.803, O65 1.483, C66 1.804
65 O -5.494 0.025 2.024  S64 1.483
66 C -7.079 0.180 4.149  S64 1.804, H70 1.091, H71 1.091, H72 1.089
67 H -3.418 0.335 4.087  C63 1.090
68 H -4.657 1.604 4.242  C63 1.091
69 H -4.551 0.296 5.459  C63 1.091
70 H -7.127 1.260 4.004  C66 1.091
71 H -7.103 -0.059 5.214  C66 1.091
72 H -7.926 -0.292 3.653  C66 1.089
73 C 3.306 -5.329 3.790  S74 1.803, H77 1.090, H78 1.091, H79 1.091
74 S 1.983 -4.909 4.940  C73 1.803, O75 1.488, C76 1.803
75 O 1.936 -3.425 5.038  S74 1.488
76 C 2.820 -5.519 6.415  S74 1.803, H80 1.091, H81 1.091, H82 1.089
77 H 3.013 -4.999 2.794  C73 1.090
78 H 4.227 -4.825 4.084  C73 1.091
79 H 3.452 -6.410 3.785  C73 1.091
80 H 3.773 -5.003 6.541  C76 1.091
81 H 2.983 -6.593 6.322  C76 1.091
82 H 2.184 -5.323 7.277  C76 1.089
83 C 11.758 -1.122 2.553  S84 1.802, H87 1.089, H88 1.091, H89 1.091
84 S 12.725 -2.585 2.137  C83 1.802, O85 1.490, C86 1.803
85 O 12.132 -3.176 0.904  S84 1.490
86 C 12.165 -3.576 3.534  S84 1.803, H90 1.091, H91 1.091, H92 1.089
87 H 11.925 -0.370 1.782  C83 1.089
88 H 10.698 -1.376 2.590  C83 1.091
89 H 12.086 -0.731 3.517  C83 1.091
90 H 11.078 -3.673 3.509  C86 1.091
91 H 12.479 -3.102 4.465  C86 1.091
92 H 12.619 -4.563 3.459  C86 1.089
93 C -2.295 8.235 -2.491  S94 1.807, H97 1.090, H98 1.091, H99 1.092
94 S -3.796 7.359 -1.996  C93 1.807, O95 1.482, C96 1.800
95 O -3.699 5.985 -2.542  S94 1.482
96 C -4.918 8.281 -3.060  S94 1.800, H100 1.092, H101 1.092, H102 1.092
97 H -1.449 7.790 -1.968  C93 1.090
98 H -2.148 8.140 -3.568  C93 1.091
99 H -2.380 9.287 -2.213  C93 1.092
100 H -4.608 8.182 -4.101  C96 1.092
101 H -4.918 9.333 -2.764  C96 1.092
102 H -5.921 7.868 -2.936  C96 1.092
103 C -10.373 5.403 -4.408  S104 1.806, H107 1.089, H108 1.091, H109 1.092
104 S -9.893 6.422 -2.996  C103 1.806, O105 1.481, C106 1.806
105 O -8.421 6.329 -2.861  S104 1.481
106 C -10.613 5.340 -1.742  S104 1.806, H110 1.091, H111 1.092, H112 1.089
107 H -9.988 5.870 -5.314  C103 1.089
108 H -9.947 4.404 -4.305  C103 1.091
109 H -11.462 5.346 -4.464  C103 1.092
110 H -10.170 4.346 -1.812  C106 1.091
111 H -11.694 5.285 -1.886  C106 1.092
112 H -10.399 5.764 -0.761  C106 1.089

Its HOMO-LUMO gap is 0.053 Ha. For the HOMO energy, the calculation gives -0.004 Ha. Its largest force on an atom is 3.173 eV/Å. The charge is -1. The multiplicity is 1.

Mulliken population analysis, charges in e, atoms 1 to 2: -0.732, -0.425


Q: Among the records above, which one has the highest largest force on an atom?
A: C25H65IN14O32Si


Q: Which value of largest force on an atom does entry 1 give?
A: 5.412 eV/Å